# C44H100N4O8

A 8-piece molecular cluster, C44H100N4O8 overall at a distorted geometry (ωB97M-V/def2-TZVPD, the OMol25 dataset).

The geometry in XYZ format:
```
156
Properties=species:S:1:pos:R:3:forces:R:3:mulliken_charge:R:1
C -3.53702 -4.00694 -1.82270 -0.46 1.07 -0.01 -2.062
C -2.99956 -4.48204 -0.49737 1.09 -1.02 0.79 1.754
C -3.19495 -6.02409 -0.40706 -1.03 0.65 0.30 -2.022
C -1.47999 -4.26154 -0.53603 0.50 -0.24 0.02 -0.504
C -0.76850 -4.49587 0.79394 -0.37 0.95 -0.43 -0.732
C -1.35119 -3.53028 1.82572 0.80 -1.12 -0.36 -0.411
C -2.88253 -3.58373 1.93390 0.23 0.52 0.47 2.116
C -3.32454 -4.79359 2.78326 -0.73 -0.39 -1.32 -1.900
C -3.27383 -2.24902 2.58238 -1.50 -0.72 0.26 -2.091
N -3.50210 -3.61540 0.59121 1.38 0.51 -0.68 0.610
O -4.89849 -3.57340 0.68391 -0.59 -0.72 0.02 -0.540
H -3.51646 -2.91034 -1.79721 0.16 -0.03 -0.21 0.399
H -2.87477 -4.34179 -2.61840 -0.21 -0.11 -0.15 0.461
H -4.57752 -4.26564 -2.02732 0.11 -0.39 0.02 0.400
H -4.22976 -6.20720 -0.10290 0.02 -0.23 -0.13 0.415
H -3.03896 -6.42221 -1.40849 -0.01 -0.20 0.05 0.477
H -2.54509 -6.54165 0.29535 0.11 0.16 0.00 0.298
H -1.01183 -4.94345 -1.25273 -0.36 0.07 -0.31 0.596
H -1.30005 -3.23951 -0.88576 0.11 -0.04 0.13 -0.482
H -0.81604 -5.52957 1.13859 -0.15 -0.04 -0.11 0.346
H 0.28825 -4.25141 0.65890 0.06 -0.14 0.06 0.288
H -0.99662 -2.52680 1.58493 -0.21 0.10 -0.05 -0.481
H -0.83183 -3.84771 2.73613 -0.68 0.50 0.48 0.348
H -4.37475 -4.99454 2.54804 -0.12 0.29 0.36 0.413
H -3.21402 -4.73244 3.86160 0.33 0.14 -0.02 0.404
H -2.85363 -5.67943 2.34859 0.38 -0.04 0.52 0.356
H -2.85889 -1.37372 2.08902 0.39 -0.08 0.11 0.341
H -3.07947 -2.32214 3.65304 0.43 0.42 -0.04 0.396
H -4.36113 -2.14617 2.51001 0.04 0.04 0.05 0.521
H -5.18978 -2.92184 0.03443 0.23 0.10 0.14 0.329
C 5.84587 -3.12431 5.48744 0.66 -1.02 -0.53 -1.775
C 4.46340 -3.77980 5.75962 0.16 1.50 0.42 1.692
C 4.62470 -5.15207 6.37853 1.19 -0.92 -0.57 -1.995
C 3.68453 -2.93739 6.81182 1.30 0.34 0.92 -1.404
C 3.20144 -1.58156 6.32350 -0.91 -1.31 -0.81 -0.763
C 2.30990 -1.87626 5.10085 0.56 1.26 0.75 -1.352
C 3.05657 -2.62205 3.98119 -0.87 1.35 -0.35 1.638
C 1.89819 -2.99207 3.02992 1.51 -1.74 -1.24 -2.482
C 3.94795 -1.60163 3.19977 -1.40 -0.24 0.50 -1.310
N 3.68602 -3.80252 4.52704 -1.78 -0.45 0.71 0.638
O 4.04864 -4.76148 3.56512 0.62 0.27 -0.08 -0.442
H 6.13968 -3.49174 4.49837 0.04 0.20 -0.07 0.389
H 5.91750 -2.03926 5.46228 -0.41 0.02 0.13 0.287
H 6.65499 -3.49430 6.12391 -0.29 0.08 0.40 0.471
H 4.92830 -5.11736 7.42619 -0.59 0.37 0.16 0.414
H 3.75753 -5.78867 6.21359 -0.14 0.12 0.26 0.381
H 5.49394 -5.68104 5.96731 -0.26 0.01 -0.49 0.437
H 2.95644 -3.54412 7.35537 -0.58 0.07 -0.64 0.453
H 4.39842 -2.73917 7.62440 0.26 -0.13 -0.17 0.476
H 2.62683 -1.07163 7.09584 0.14 0.14 0.03 0.414
H 4.04376 -0.97072 6.00037 0.02 0.13 0.22 0.297
H 1.97412 -0.90899 4.71325 -0.01 -0.10 -0.30 0.484
H 1.38745 -2.37693 5.40052 0.20 -0.42 0.06 0.512
H 1.49936 -3.94473 3.38733 -0.66 0.32 0.08 0.612
H 2.34753 -3.25460 2.05982 -0.03 -0.10 0.02 0.280
H 1.15149 -2.25544 2.74818 -0.05 0.27 0.83 0.427
H 3.19655 -0.85638 2.92198 0.33 0.30 -0.22 0.166
H 4.30673 -2.02951 2.26641 0.55 -0.05 0.21 0.514
H 4.67442 -1.10664 3.83754 0.36 -0.16 -0.30 0.185
H 3.28362 -5.34574 3.52489 0.11 -0.08 0.04 0.323
C -3.30359 4.44690 -5.40416 0.18 0.27 0.91 -1.829
C -2.42884 3.25803 -5.76427 0.43 0.02 -1.33 1.191
C -3.30223 1.99648 -5.88379 0.72 -0.20 0.93 -1.741
C -1.80334 3.52126 -7.15931 -0.13 0.37 -0.24 -1.076
C -0.74158 4.59913 -7.07464 -0.01 1.24 -0.48 -0.723
C 0.41857 4.17332 -6.20439 0.11 0.78 -0.82 -1.332
C -0.04370 3.80455 -4.81275 1.09 -0.80 1.12 1.735
C 1.03241 2.91009 -4.18198 0.14 -0.31 0.44 -1.821
C -0.16535 5.01493 -3.87951 -2.13 1.13 -0.54 -1.653
N -1.26303 2.97110 -4.90332 -0.51 -1.05 0.38 1.024
O -1.71799 2.71561 -3.57767 -0.30 0.29 0.13 0.072
H -4.09446 4.52130 -6.14846 0.04 0.30 -0.03 0.465
H -3.77145 4.37853 -4.41917 -0.01 -0.41 -0.03 0.327
H -2.70079 5.35277 -5.33368 -0.22 0.12 -0.37 0.365
H -2.77451 1.21226 -6.43179 -0.09 0.08 -0.21 0.274
H -3.44251 1.59873 -4.87635 -0.35 0.03 -0.04 0.253
H -4.27539 2.18886 -6.32698 0.05 0.09 -0.13 0.504
H -1.41531 2.58891 -7.57766 0.17 -0.01 0.12 0.269
H -2.57857 3.86716 -7.84834 -0.16 -0.16 0.09 0.432
H -0.34827 4.97771 -8.02521 -0.10 -0.74 -0.32 0.443
H -1.23517 5.52331 -6.74974 0.13 -0.14 0.58 0.343
H 1.18694 4.95122 -6.14520 -0.27 0.24 0.26 0.465
H 0.95213 3.42227 -6.79864 -0.23 -0.70 0.67 0.359
H 1.98651 3.44065 -4.13894 0.06 -0.07 -0.44 0.550
H 1.10136 1.96465 -4.72034 0.30 0.11 -0.11 0.104
H 0.84343 2.65134 -3.13643 -0.44 0.09 -0.07 0.231
H 0.73745 5.51289 -3.53701 0.32 -0.42 -0.20 0.459
H -0.82156 4.82247 -3.02798 0.50 -0.56 0.21 0.186
H -0.78279 5.78272 -4.37253 0.43 0.16 -0.22 0.371
H -1.64029 1.76357 -3.41713 0.23 0.10 0.05 0.245
C -1.66971 3.97421 -0.07695 0.52 -0.91 0.72 -2.196
C -2.53301 3.67399 1.16866 0.36 -0.82 -0.65 2.102
C -3.96864 3.49329 0.66130 -0.65 1.33 -0.92 -1.767
C -2.07678 2.31935 1.69892 0.21 -1.49 0.76 -0.961
C -2.65665 1.94410 3.06768 -0.76 0.49 -0.02 -0.813
C -2.29228 3.04980 4.04927 0.53 -1.18 -0.02 -1.558
C -2.70140 4.45108 3.59421 -0.17 0.76 0.28 1.673
C -4.22952 4.65455 3.71745 0.34 0.52 -0.59 -1.683
C -1.91306 5.41196 4.51567 0.49 0.31 -0.60 -1.873
N -2.25043 4.68042 2.21357 0.89 -1.18 -0.56 0.273
O -2.56437 5.95694 1.70242 -0.45 0.25 0.44 -0.487
H -1.79511 3.17128 -0.80555 -0.54 0.28 -0.25 0.337
H -1.86789 4.95980 -0.48413 0.14 -0.02 -0.17 0.617
H -0.62391 3.79051 0.19389 0.12 0.85 0.12 0.345
H -4.60415 2.82257 1.23379 -0.03 0.14 0.07 0.344
H -4.44649 4.46683 0.48179 -0.14 0.04 0.87 0.464
H -3.97799 3.19731 -0.39196 0.39 -0.80 0.23 0.204
H -2.35602 1.47668 1.05696 -0.20 0.50 -0.56 0.231
H -0.98724 2.21704 1.76271 0.08 0.52 0.04 0.269
H -3.74000 1.80568 2.97813 -0.03 0.14 0.04 0.362
H -2.28720 0.97763 3.41484 0.21 0.03 -0.06 0.409
H -1.21343 2.88083 4.16039 0.20 0.93 -0.26 0.415
H -2.60630 2.86029 5.08011 -0.63 0.14 -0.15 0.543
H -4.62539 4.41420 4.70185 0.03 -0.05 0.02 0.387
H -4.75437 4.11794 2.92813 -0.01 -0.37 0.35 0.338
H -4.43961 5.69794 3.46965 -0.01 0.08 0.33 0.386
H -2.42216 5.54050 5.46861 0.28 -0.22 0.20 0.386
H -1.67331 6.41255 4.13989 -0.91 0.04 -0.35 0.333
H -0.89186 5.02735 4.57753 -0.17 -0.35 0.67 0.435
H -1.71563 6.41142 1.71231 -0.05 0.01 -0.06 0.359
C 4.98435 -2.73408 -4.60319 -0.31 0.30 0.65 -1.073
C 4.90863 -2.53401 -3.08760 -1.86 -1.47 -0.22 -0.198
O 3.96389 -1.50559 -2.78935 0.49 0.75 -0.22 -0.428
H 3.99612 -2.93757 -5.02007 -0.15 0.24 0.25 0.248
H 5.54121 -3.64602 -4.81625 0.55 0.37 -0.15 0.359
H 5.34865 -1.81281 -5.05619 0.38 -0.31 -0.33 0.287
H 5.87760 -2.45036 -2.59072 -0.03 0.39 -0.12 0.315
H 4.37915 -3.42431 -2.70886 0.82 -0.31 0.10 0.263
H 3.68247 -1.61698 -1.87848 0.06 0.09 0.08 0.219
C 1.13214 0.03841 -0.07317 -0.39 -0.33 0.49 -0.598
C -0.29010 -0.32501 -0.53753 0.96 1.59 -0.98 0.725
O -0.58166 0.50972 -1.69694 -0.29 -0.59 0.74 -0.121
H 1.77169 0.31658 -0.91018 0.11 -0.62 -0.16 0.276
H 1.50056 -0.78922 0.54248 0.47 0.07 -0.21 0.206
H 1.16630 0.92749 0.56148 -0.45 -0.01 0.06 0.305
H -0.96734 -0.08460 0.28128 -0.37 -0.30 -0.27 -0.456
H -0.38882 -1.34117 -0.91815 0.09 -0.23 0.75 -0.325
H -0.35217 -0.07520 -2.42934 -0.18 0.55 -0.51 0.060
C 5.11552 1.92187 2.06278 0.24 -0.04 0.54 -1.271
C 4.25669 1.65405 0.86323 -0.23 -0.67 -0.02 0.655
O 5.07215 1.44297 -0.29560 -0.74 0.50 0.18 -0.556
H 5.78158 2.77652 1.93720 -0.36 0.26 -0.10 0.374
H 5.79353 1.11514 2.34891 -0.27 -0.33 -0.28 0.262
H 4.43223 2.07589 2.90146 0.23 0.21 0.14 0.353
H 3.48980 2.43250 0.77516 0.49 0.51 -0.48 0.245
H 3.61313 0.78074 1.02589 0.35 -0.34 0.15 -0.297
H 4.48706 1.58141 -1.04984 0.29 -0.15 -0.14 0.294
C 0.54301 -0.28554 -6.54590 1.03 -1.62 0.22 -0.944
C -0.38307 -0.94835 -5.53623 -0.88 0.71 -0.55 -0.348
O -0.73748 0.03542 -4.56091 0.01 -0.95 0.71 -0.332
H 0.80990 -0.98007 -7.35078 -0.54 0.18 -0.27 0.435
H 1.52430 -0.17153 -6.07724 -0.16 0.67 0.18 0.248
H 0.14977 0.65159 -6.92696 -0.01 0.04 -0.04 0.107
H 0.00251 -1.84475 -5.05060 0.61 0.41 0.31 0.419
H -1.28755 -1.35488 -6.00784 -0.13 0.39 -0.23 0.244
H -0.97072 0.87255 -4.98508 0.19 0.22 -0.41 -0.328
```
Positions in Å, forces in eV/Å.

Output
- Multiplicity: 1
- F_max: 0.0510 Eh/bohr
- Energy relative to the best compared isomer or geometry (same formula, charge and spin): 1.847 eV
- Frontier orbital gap: 0.313 Ha
- Lowest unoccupied orbital energy: 0.348 eV
- M: 813.3 g mol⁻¹
- SMILES: CC1(C)CCCC(C)(C)N1O.CC1(C)CCCC(C)(C)N1O.CC1(C)CCCC(C)(C)N1O.CC1(C)CCCC(C)(C)N1O.CCO.CCO.CCO.CCO